{
  "formula": "C23H19BrCl2INO5SeSiY",
  "method": "ωB97M-V/def2-TZVPD",
  "species": ["Y", "Cl", "C", "C", "C", "Cl", "C", "C", "C", "C", "N", "C", "C", "O", "H", "H", "H", "H", "O", "Se", "O", "O", "O", "C", "Si", "C", "C", "C", "C", "C", "C", "C", "H", "H", "H", "H", "H", "H", "H", "H", "H", "H", "H", "Br", "C", "C", "C", "C", "C", "C", "I", "H", "H", "H", "H"],
  "positions_angstrom": [[0.862, 2.937, 0.304], [5.026, 2.745, -2.725], [4.431, 1.428, -1.772], [5.098, 0.191, -1.835], [4.688, -0.859, -1.070], [5.559, -2.365, -1.144], [3.561, -0.740, -0.219], [3.075, -1.755, 0.636], [1.991, -1.515, 1.428], [1.338, -0.272, 1.342], [1.733, 0.675, 0.514], [2.881, 0.489, -0.212], [3.347, 1.633, -0.943], [2.736, 2.778, -0.777], [5.954, 0.090, -2.488], [3.588, -2.706, 0.673], [1.625, -2.246, 2.134], [0.481, -0.064, 1.978], [-1.146, 1.647, -1.629], [-1.456, 3.362, -1.457], [0.027, 3.942, -1.814], [-1.472, 3.493, 0.178], [-2.745, 3.791, -2.286], [-1.423, -1.080, -1.088], [-2.382, 0.448, -1.532], [-3.580, 0.946, -0.209], [-3.206, 0.202, -3.191], [-3.511, -1.107, -3.576], [-4.169, -1.376, -4.768], [-4.529, -0.333, -5.607], [-4.233, 0.974, -5.246], [-3.583, 1.239, -4.049], [-2.085, -1.879, -0.751], [-0.731, -0.867, -0.271], [-0.844, -1.447, -1.937], [-4.317, 0.150, -0.080], [-4.120, 1.858, -0.473], [-3.079, 1.111, 0.746], [-3.229, -1.939, -2.940], [-4.394, -2.399, -5.042], [-5.037, -0.537, -6.542], [-4.511, 1.793, -5.897], [-3.370, 2.266, -3.783], [-1.357, 0.261, 6.624], [0.256, -0.733, 6.006], [0.563, -1.819, 6.816], [1.665, -2.588, 6.466], [2.402, -2.226, 5.344], [2.020, -1.116, 4.594], [0.902, -0.301, 4.876], [0.835, 2.990, 3.120], [-0.030, -2.061, 7.689], [1.946, -3.445, 7.068], [3.280, -2.805, 5.065], [2.664, -0.859, 3.753]],
  "nbo_charge": [1.980, 0.008, -0.137, -0.215, -0.049, -0.013, -0.115, -0.128, -0.198, 0.087, -0.576, 0.105, 0.386, -0.876, 0.237, 0.230, 0.247, 0.254, -1.110, 2.747, -1.051, -1.070, -0.967, -1.146, 1.881, -1.163, -0.439, -0.217, -0.221, -0.207, -0.204, -0.216, 0.246, 0.252, 0.249, 0.249, 0.258, 0.266, 0.208, 0.210, 0.209, 0.210, 0.240, -0.142, -0.072, -0.290, -0.264, -0.265, -0.289, -0.391, -0.470, 0.205, 0.191, 0.184, 0.161],
  "relative_energy_ev": 0.000,
  "e_homo_ha": -0.1289,
  "spin_multiplicity": 1,
  "total_charge": -1,
  "orbital_gap_ev": 5.03
}

=====

{
  "formula": "C23H19BrClN2O5Sn",
  "method": "ωB97M-V/def2-TZVPD",
  "species": ["Sn", "C", "O", "C", "C", "C", "Br", "C", "C", "C", "O", "C", "N", "C", "C", "C", "C", "C", "C", "N", "H", "H", "H", "H", "H", "H", "H", "H", "H", "H", "H", "C", "C", "C", "C", "Cl", "C", "C", "C", "O", "C", "C", "O", "O", "H", "H", "H", "H", "H", "H", "H", "H"],
  "positions_angstrom": [[1.561, 0.165, -0.426], [1.155, 2.449, -3.141], [0.522, 1.770, -2.056], [-0.711, 2.166, -1.616], [-1.706, 2.687, -2.373], [-3.028, 2.977, -1.851], [-4.341, 3.869, -2.874], [-3.253, 2.633, -0.549], [-2.188, 2.070, 0.246], [-0.913, 1.831, -0.218], [0.060, 1.353, 0.487], [-2.552, 1.671, 1.619], [-1.825, 0.955, 2.459], [-2.539, 0.786, 3.613], [-2.177, 0.026, 4.737], [-3.158, -0.211, 5.642], [-4.384, 0.342, 5.498], [-4.725, 1.139, 4.404], [-3.744, 1.334, 3.456], [-3.765, 1.872, 2.180], [0.824, 3.482, -3.074], [0.807, 2.016, -4.146], [2.210, 2.282, -2.977], [-1.584, 2.949, -3.444], [-4.241, 2.747, -0.107], [-0.895, 0.615, 2.211], [-1.223, -0.363, 4.907], [-2.917, -0.675, 6.555], [-5.069, 0.271, 6.342], [-5.670, 1.677, 4.414], [-4.424, 2.576, 1.873], [4.282, -0.970, -3.310], [4.231, -1.805, -2.085], [5.348, -2.173, -1.382], [5.273, -2.930, -0.225], [6.633, -2.930, 0.852], [4.067, -3.340, 0.218], [2.934, -3.106, -0.534], [3.029, -2.361, -1.685], [1.928, -2.058, -2.473], [0.792, -2.851, -2.256], [-0.030, -2.479, -1.005], [-0.819, -3.285, -0.572], [0.141, -1.297, -0.540], [5.314, -0.793, -3.596], [3.663, -0.049, -3.104], [3.678, -1.349, -4.129], [6.272, -1.753, -1.781], [3.936, -3.733, 1.212], [2.021, -3.463, -0.070], [1.055, -3.948, -2.199], [0.145, -2.786, -3.127]],
  "nbo_charge": [1.558, -0.250, -0.561, 0.217, -0.260, -0.108, 0.125, -0.189, -0.223, 0.431, -0.892, 0.503, -0.482, 0.156, -0.208, -0.193, -0.175, -0.209, 0.086, -0.489, 0.206, 0.204, 0.209, 0.250, 0.216, 0.470, 0.230, 0.231, 0.234, 0.238, 0.441, -0.621, -0.090, -0.189, -0.045, 0.020, -0.215, -0.315, 0.333, -0.530, -0.206, 0.766, -0.581, -0.929, 0.234, 0.199, 0.242, 0.230, 0.235, 0.241, 0.222, 0.231],
  "e_homo_ha": -0.4057,
  "spin_multiplicity": 1,
  "total_charge": 1,
  "orbital_gap_ev": 7.71
}

=====

{
  "formula": "C23H19Cl2O4S2Zn",
  "method": "ωB97M-V/def2-TZVPD",
  "species": ["C", "C", "C", "C", "S", "C", "C", "S", "C", "C", "C", "C", "C", "C", "O", "O", "O", "O", "C", "C", "H", "H", "H", "H", "H", "H", "H", "H", "H", "H", "H", "H", "Cl", "Zn", "Cl", "C", "C", "C", "C", "C", "C", "C", "C", "C", "H", "H", "H", "H", "H", "H", "H"],
  "positions_angstrom": [[-3.072, 4.066, 0.323], [-3.188, 2.889, -0.418], [-2.341, 1.805, -0.172], [-1.382, 1.912, 0.834], [-0.271, 0.523, 1.156], [1.362, 1.146, 0.744], [2.302, 1.247, 1.699], [1.669, 1.837, -0.881], [2.067, 3.587, -0.621], [1.049, 4.547, -0.621], [1.347, 5.885, -0.344], [2.662, 6.291, -0.114], [3.675, 5.331, -0.126], [3.388, 3.985, -0.375], [2.844, 1.220, -1.445], [0.410, 1.829, -1.596], [-0.305, 0.284, 2.578], [-0.637, -0.516, 0.220], [-1.263, 3.074, 1.600], [-2.097, 4.158, 1.320], [-3.733, 4.910, 0.121], [-3.933, 2.796, -1.207], [-2.403, 0.886, -0.758], [3.264, 1.681, 1.466], [2.095, 0.887, 2.696], [0.022, 4.243, -0.832], [0.537, 6.611, -0.318], [2.895, 7.338, 0.080], [4.707, 5.622, 0.057], [4.183, 3.237, -0.387], [-0.500, 3.128, 2.380], [-1.977, 5.075, 1.894], [1.216, -8.073, 2.917], [-0.582, -7.308, 2.048], [-2.708, -7.268, 2.026], [0.395, -5.968, 0.359], [0.258, -4.892, 1.306], [-0.488, -3.864, 0.700], [-0.888, -4.282, -0.604], [-0.353, -5.611, -0.820], [-0.645, -6.294, -1.998], [-1.335, -5.621, -3.012], [-1.763, -4.293, -2.845], [-1.550, -3.622, -1.640], [1.119, -6.788, 0.395], [0.644, -4.907, 2.330], [-0.739, -2.888, 1.104], [-0.338, -7.336, -2.093], [-1.530, -6.132, -3.952], [-2.256, -3.784, -3.673], [-1.834, -2.581, -1.503]],
  "nbo_charge": [-0.199, -0.212, -0.190, -0.226, 2.159, -0.615, -0.244, 2.154, -0.235, -0.217, -0.205, -0.195, -0.217, -0.222, -0.909, -0.923, -0.922, -0.888, -0.225, -0.227, 0.217, 0.222, 0.263, 0.217, 0.246, 0.250, 0.218, 0.219, 0.219, 0.239, 0.232, 0.216, -0.802, 1.477, -0.787, -0.571, -0.299, -0.353, -0.003, -0.101, -0.202, -0.270, -0.265, -0.237, 0.232, 0.209, 0.207, 0.192, 0.188, 0.188, 0.197],
  "relative_energy_ev": 0.000,
  "e_homo_ha": -0.1166,
  "spin_multiplicity": 1,
  "total_charge": -1,
  "orbital_gap_ev": 4.19
}

=====

{
  "formula": "C23H19Cl4I2N4O2SSiTa",
  "method": "ωB97M-V/def2-TZVPD",
  "species": ["Ta", "I", "C", "C", "C", "I", "C", "O", "C", "C", "N", "C", "C", "C", "C", "C", "C", "N", "C", "H", "H", "H", "H", "H", "H", "H", "H", "H", "H", "H", "O", "N", "C", "C", "C", "C", "C", "S", "H", "H", "H", "H", "Cl", "Si", "Cl", "Cl", "Cl", "C", "C", "C", "C", "N", "C", "H", "H", "H", "H"],
  "positions_angstrom": [[0.339, -0.274, -0.156], [-4.977, -5.227, -1.965], [-3.533, -4.031, -1.042], [-2.281, -4.554, -0.782], [-1.307, -3.762, -0.178], [0.632, -4.470, 0.130], [-1.618, -2.457, 0.178], [-0.728, -1.626, 0.757], [-2.873, -1.923, -0.125], [-3.032, -0.475, 0.197], [-1.985, 0.344, -0.466], [-2.225, 0.466, -1.906], [-1.518, -0.605, -2.675], [-2.065, -1.129, -3.835], [-1.343, -2.047, -4.575], [-0.081, -2.417, -4.135], [0.397, -1.867, -2.966], [-0.302, -0.982, -2.237], [-3.837, -2.706, -0.727], [-2.050, -5.575, -1.055], [-2.932, -0.315, 1.270], [-4.018, -0.119, -0.112], [-2.030, 1.273, -0.052], [-1.838, 1.429, -2.247], [-3.292, 0.443, -2.138], [-3.052, -0.812, -4.143], [-1.758, -2.469, -5.480], [0.525, -3.127, -4.677], [1.365, -2.133, -2.570], [-4.811, -2.299, -0.966], [2.105, -0.980, -0.802], [3.070, -1.426, 0.030], [4.041, -2.190, -0.513], [5.055, -2.653, 0.273], [5.064, -2.306, 1.630], [4.073, -1.507, 2.143], [3.037, -1.041, 1.324], [1.791, 0.034, 1.817], [3.932, -2.378, -1.570], [5.829, -3.266, -0.162], [5.856, -2.664, 2.273], [4.065, -1.215, 3.183], [1.475, 2.072, -2.153], [0.463, 2.324, -0.325], [1.671, 3.581, 0.755], [-1.187, 3.536, -0.733], [-2.587, -0.928, 5.394], [-2.171, 0.433, 4.418], [-2.608, 1.706, 4.746], [-2.233, 2.751, 3.919], [-1.452, 2.482, 2.806], [-1.041, 1.254, 2.486], [-1.391, 0.249, 3.288], [-3.218, 1.865, 5.624], [-2.539, 3.765, 4.133], [-1.139, 3.290, 2.155], [-1.039, -0.743, 3.024]],
  "lowdin_spin": [0.777, 0.000, -0.001, 0.000, 0.000, 0.001, 0.006, 0.023, 0.001, 0.004, 0.017, 0.006, 0.013, -0.001, 0.011, -0.002, 0.009, 0.013, 0.001, 0.000, 0.000, 0.001, 0.001, 0.001, 0.000, 0.000, 0.001, 0.000, 0.000, 0.000, 0.002, 0.009, 0.003, 0.001, 0.003, 0.001, 0.011, 0.018, 0.000, 0.000, 0.000, 0.000, 0.030, 0.030, -0.004, 0.001, 0.000, 0.000, 0.000, 0.000, 0.000, 0.011, 0.001, 0.000, 0.000, 0.000, 0.000],
  "relative_energy_ev": 1.078,
  "e_homo_ha": [-0.3676, -0.4034],
  "spin_multiplicity": 2,
  "total_charge": 1,
  "orbital_gap_ev": [6.72, 7.67]
}

=====

{
  "formula": "C23H19ClF3N3O3",
  "method": "ωB97M-V/def2-TZVPD",
  "species": ["O", "C", "N", "C", "O", "C", "N", "C", "C", "H", "H", "C", "C", "N", "C", "C", "C", "C", "C", "C", "O", "H", "H", "H", "H", "C", "C", "H", "H", "H", "H", "H", "H", "H", "C", "H", "H", "H", "C", "C", "C", "C", "C", "C", "H", "H", "Cl", "C", "F", "F", "F", "H"],
  "positions_angstrom": [[-2.035, -3.096, 0.022], [-1.733, -2.118, -0.604], [-2.573, -1.027, -0.822], [-2.005, -0.031, -1.612], [-2.559, 0.980, -1.937], [-0.602, -0.485, -2.003], [0.358, 0.558, -1.728], [1.685, 0.257, -2.239], [2.550, 1.511, -2.186], [3.542, 1.288, -2.581], [2.093, 2.284, -2.806], [2.650, 2.046, -0.752], [3.444, 1.136, 0.119], [3.186, -0.089, 0.434], [4.220, -0.484, 1.254], [4.483, -1.685, 1.896], [5.631, -1.751, 2.659], [6.496, -0.664, 2.785], [6.249, 0.541, 2.152], [5.100, 0.608, 1.388], [4.588, 1.632, 0.657], [6.913, 1.385, 2.245], [7.382, -0.766, 3.393], [5.871, -2.669, 3.176], [3.813, -2.524, 1.799], [1.228, 2.252, -0.216], [0.414, 0.969, -0.334], [-0.604, 1.158, 0.014], [0.874, 0.201, 0.307], [1.255, 2.571, 0.827], [0.748, 3.031, -0.809], [3.180, 3.005, -0.758], [1.587, -0.070, -3.278], [2.173, -0.541, -1.661], [-0.418, -1.832, -1.280], [-0.164, -2.653, -1.949], [0.366, -1.777, -0.522], [-0.608, -0.627, -3.091], [-3.883, -0.943, -0.300], [-4.345, 0.263, 0.211], [-5.632, 0.352, 0.719], [-6.461, -0.770, 0.724], [-5.989, -1.973, 0.217], [-4.711, -2.061, -0.297], [-4.352, -3.000, -0.686], [-6.633, -2.837, 0.224], [-8.061, -0.685, 1.347], [-6.125, 1.663, 1.275], [-5.195, 2.626, 1.222], [-6.487, 1.569, 2.566], [-7.193, 2.136, 0.613], [-3.712, 1.137, 0.205]],
  "nbo_charge": [-0.557, 0.711, -0.516, 0.710, -0.544, -0.132, -0.433, -0.231, -0.388, 0.215, 0.218, -0.279, 0.544, -0.497, 0.047, -0.196, -0.219, -0.209, -0.266, 0.292, -0.429, 0.227, 0.218, 0.217, 0.224, -0.377, -0.247, 0.202, 0.200, 0.215, 0.220, 0.237, 0.201, 0.197, -0.544, 0.249, 0.258, 0.233, 0.205, -0.187, -0.172, -0.004, -0.227, -0.182, 0.241, 0.234, 0.044, 0.980, -0.321, -0.320, -0.318, 0.256],
  "relative_energy_ev": 0.000,
  "smiles": "O=C1C[C@H](N2CCC(c3nc4ccccc4o3)CC2)C(=O)N1c1ccc(Cl)c(C(F)(F)F)c1",
  "e_homo_ha": -0.3279,
  "spin_multiplicity": 1,
  "orbital_gap_ev": 9.44
}